No. 1
A cluster of 2 separate species, C4H8NO3 in total, computed with the ωB97M-V functional and the def2-TZVPD basis.

Geometry as XYZ:
```
16
Properties=species:S:1:pos:R:3:forces:R:3:lowdin_charge:R:1
C -1.775 1.199 -2.208 0.3 -0.6 -0.6 0.050
C -0.276 1.702 -2.034 -0.8 0.3 0.0 -0.627
O 0.409 0.629 -2.005 0.2 -0.2 0.0 0.204
O -0.033 2.869 -1.951 0.3 0.1 0.0 0.122
H -2.305 2.077 -2.556 0.0 0.1 0.0 0.090
H -2.134 0.851 -1.250 -0.1 0.0 0.2 0.081
H -1.844 0.389 -2.945 0.0 0.3 0.3 0.085
C 1.257 -1.215 0.841 -0.1 -0.1 -0.8 -0.014
C 0.514 -1.469 2.113 0.1 -0.2 0.0 -0.605
O 0.647 -0.796 3.110 0.1 0.0 0.1 0.053
N -0.360 -2.529 2.070 -0.8 -0.1 0.2 0.133
H -1.042 -2.511 2.817 0.2 0.0 0.1 0.102
H -0.796 -2.787 1.197 0.4 0.0 -0.1 0.094
H 0.610 -0.557 0.258 0.3 0.3 0.0 0.065
H 1.418 -2.081 0.195 -0.2 -0.2 0.3 0.082
H 2.225 -0.765 1.007 0.0 0.4 0.2 0.085
```
Forces are in eV/Å.

Computed properties:
Frontier orbital gap (spin up / spin down) in eV: 10.352 / 6.567
Total energy in Eh: -437.637935
HOMO level (spin up / spin down) in eV: -9.899 / -9.899
ΔE to the lowest compared entry with this formula, charge and spin in kcal/mol: 5.42
Multiplicity: 2

***

No. 2
A cluster of 2 separate species, C2H8NS in total, computed with the ωB97M-V functional and the def2-TZVPD basis.

Geometry as XYZ:
```
12
Properties=species:S:1:pos:R:3:forces:R:3:lowdin_charge:R:1
S -1.364 0.345 -2.026 -0.1 0.0 -0.3 -0.138
H -1.394 0.876 -3.260 0.0 0.0 0.0 -0.465
C -0.139 -1.226 0.581 -0.3 -0.5 -0.2 -0.242
N 0.924 -0.320 0.179 -0.1 0.0 0.1 -0.219
C 0.662 1.007 0.728 0.1 -0.1 0.1 -0.213
H -0.062 -1.545 1.626 0.2 0.1 0.0 0.059
H -1.147 -0.819 0.420 0.1 0.2 0.1 0.017
H -0.095 -2.116 -0.051 0.1 -0.1 0.1 0.064
H 0.810 -0.249 -0.834 0.0 0.2 0.1 -0.007
H -0.332 1.373 0.444 0.0 0.1 0.0 0.022
H 1.404 1.723 0.373 0.0 0.0 0.0 0.062
H 0.732 0.949 1.820 0.0 0.1 0.0 0.060
```
Forces are in eV/Å.

Computed properties:
Charge: -1
Frontier orbital gap in eV: 7.147
Total energy in Eh: -533.958668
HOMO level in eV: -2.744
ΔE to the lowest compared entry with this formula, charge and spin in kcal/mol: 7.79

***

No. 3
A cluster of 15 separate species, C13H44BNO22 in total in a non-equilibrium geometry, computed with the ωB97M-V functional and the def2-TZVPD basis.

Geometry as XYZ:
```
81
Properties=species:S:1:pos:R:3:forces:R:3:lowdin_charge:R:1
C -3.298 3.993 0.415 0.0 -0.8 -0.7 -0.023
C -2.488 4.510 -0.816 -0.3 1.6 1.4 -0.460
C -1.092 5.076 -0.351 -0.1 -2.0 0.3 -0.115
C -0.183 3.910 0.125 -0.2 0.6 -0.9 -0.168
C -0.029 2.843 -0.952 0.3 -0.4 0.0 -0.138
C -1.305 2.327 -1.655 0.3 -0.9 0.6 -0.449
N -2.231 3.454 -1.839 -5.5 -0.7 -2.4 -0.021
O -3.490 3.103 -2.543 5.1 1.2 2.7 -0.055
C -1.921 1.205 -0.722 -0.2 0.1 -1.4 -0.008
C -0.870 1.704 -3.040 -0.9 0.7 0.4 -0.010
C -3.310 5.723 -1.347 0.8 0.2 -0.8 -0.055
H -3.434 4.722 1.214 0.7 0.0 0.0 0.093
H -2.890 3.039 0.749 0.1 0.4 0.6 0.048
H -4.331 3.764 0.151 0.0 -0.1 -0.6 0.079
H -1.125 5.747 0.507 -0.6 0.3 -0.3 0.119
H -0.589 5.556 -1.191 -0.1 0.2 -0.1 0.117
H -0.495 3.454 1.065 -0.3 0.2 0.0 0.095
H 0.781 4.388 0.300 0.2 -0.4 0.2 0.116
H 0.393 1.964 -0.464 0.2 -0.2 -0.2 0.094
H 0.707 3.131 -1.703 -0.1 0.3 -0.1 0.122
H -1.780 1.336 0.351 0.0 0.3 -0.1 0.059
H -1.477 0.258 -1.027 0.3 -0.1 0.2 0.076
H -2.974 1.087 -0.978 -0.1 0.2 0.2 0.082
H -1.686 1.397 -3.694 -0.5 0.1 0.4 0.075
H -0.271 0.803 -2.908 0.4 0.4 0.2 0.078
H -0.370 2.493 -3.601 0.4 -0.2 0.1 0.082
H -4.390 5.637 -1.460 0.2 -0.7 -0.1 0.075
H -2.871 6.065 -2.285 -0.2 -0.2 -0.3 0.078
H -3.182 6.602 -0.715 0.3 -0.3 0.6 0.076
O 1.750 -2.549 -2.717 0.0 -0.2 1.1 0.111
C 1.555 -2.510 -1.516 0.6 -0.7 -1.8 -0.373
O 0.867 -1.604 -0.911 -1.0 0.1 0.8 0.245
B 0.821 -1.887 0.565 0.8 0.5 -1.2 -0.873
O 1.673 -3.069 0.703 0.5 -0.4 0.5 0.211
C 2.094 -3.523 -0.473 0.2 -1.6 -0.7 -0.320
O 2.696 -4.564 -0.710 -1.1 2.3 0.9 0.124
O 1.356 -0.645 1.150 -1.2 0.6 1.6 0.212
C 0.365 -0.067 1.858 0.2 2.0 0.4 -0.293
O 0.300 1.103 2.246 0.3 -3.1 -1.2 0.095
C -0.779 -1.108 1.987 -3.0 0.9 1.1 -0.319
O -0.504 -2.064 1.137 -0.1 -0.7 0.1 0.260
O -1.830 -1.002 2.650 3.4 -0.4 -1.9 0.093
O 3.483 -7.542 0.375 -0.1 -0.4 0.2 -0.059
H 3.219 -7.195 -0.477 0.0 0.2 -0.2 0.017
H 3.640 -6.766 0.913 0.1 0.3 0.0 0.022
O -0.104 -3.293 -5.259 -0.2 0.0 -0.3 -0.048
H 0.655 -3.852 -5.422 0.2 -0.1 0.0 0.016
H -0.275 -3.388 -4.321 0.1 0.1 0.3 0.020
O 3.021 -0.220 -3.695 0.2 0.4 -0.3 -0.052
H 2.402 -0.705 -3.149 -0.3 -0.3 0.0 -0.017
H 3.863 -0.321 -3.252 0.2 0.0 0.1 0.030
O 3.720 -4.577 -4.089 0.0 -0.2 -0.3 -0.040
H 3.516 -3.669 -3.867 -0.3 0.5 0.2 0.031
H 3.212 -4.750 -4.882 0.0 -0.1 -0.2 0.048
O -1.786 -2.560 4.990 0.0 -0.2 0.4 -0.039
H -1.023 -3.124 4.863 0.2 -0.3 0.1 0.037
H -2.051 -2.313 4.104 -0.3 0.2 -0.4 -0.002
O -2.850 1.585 3.668 -0.2 0.7 0.1 -0.049
H -3.371 0.838 3.373 0.0 -0.5 0.0 -0.028
H -2.117 1.623 3.055 0.4 -0.1 0.0 -0.003
O 0.076 -0.230 5.068 0.4 0.3 0.1 -0.028
H 1.004 -0.388 4.894 0.3 0.0 0.1 0.033
H -0.381 -0.893 4.551 -0.6 -0.2 0.2 -0.020
O 4.156 -2.841 2.581 0.2 -0.1 0.3 -0.042
H 3.317 -3.054 2.172 -0.3 -0.1 -0.2 0.000
H 4.515 -2.137 2.040 0.1 0.2 -0.1 0.032
O 0.880 3.382 3.641 0.0 0.6 0.1 -0.057
H 1.729 3.187 4.038 0.2 0.0 0.1 0.029
H 0.598 2.553 3.256 -0.1 -0.3 0.0 -0.033
O -4.648 -0.208 2.362 -0.3 0.0 0.1 -0.040
H -4.689 0.591 1.837 -0.1 0.3 -0.2 0.040
H -4.723 -0.919 1.725 0.1 -0.3 -0.1 0.048
O 2.959 1.657 0.745 0.6 0.3 -0.2 -0.040
H 2.046 1.940 0.797 -0.2 0.1 0.2 -0.008
H 3.006 0.892 1.318 -0.1 -0.1 0.0 0.017
O 5.360 -4.501 -1.913 0.7 0.2 0.4 -0.062
H 4.869 -4.619 -2.726 -0.1 -0.3 -0.3 -0.032
H 4.688 -4.446 -1.233 -0.2 -0.1 0.1 -0.013
O -0.682 -5.012 -0.230 0.0 0.1 -0.3 -0.022
H -0.161 -5.750 0.085 0.2 -0.2 0.0 0.042
H -1.237 -4.775 0.513 -0.2 0.2 0.2 0.038
```
Forces are in eV/Å.

Computed properties:
Charge: -1
Frontier orbital gap (spin up / spin down) in eV: 8.505 / 9.326
Total energy in Eh: -2256.876046
HOMO level (spin up / spin down) in eV: -7.244 / -8.068
ΔE to the lowest compared entry with this formula, charge and spin in kcal/mol: 3.49
Multiplicity: 2

***

No. 4
A structure of composition C26H24AuN4O3, computed with the ωB97M-V functional and the def2-TZVPD basis.

Geometry as XYZ:
```
58
Properties=species:S:1:pos:R:3:forces:R:3:lowdin_charge:R:1
Au 0.183 3.140 0.810 0.0 0.0 0.0 0.892
C 3.649 1.401 -4.210 0.0 0.1 -0.1 -0.030
O 2.944 0.183 -3.950 0.1 0.0 -0.1 -0.014
C 1.867 0.234 -3.189 -0.2 -0.1 0.2 -0.230
C 1.206 -1.069 -3.071 0.1 -0.1 -0.1 -0.053
C 0.005 -1.105 -2.177 -0.1 0.0 -0.1 -0.176
C -0.301 0.075 -1.363 -0.1 0.0 0.0 0.020
C -2.223 0.351 0.256 -0.3 -0.1 0.0 -0.431
C -3.486 -0.465 0.380 0.0 0.0 -0.1 0.036
O -2.177 1.511 0.558 0.2 0.2 -0.1 0.056
C 0.307 1.342 -1.632 0.1 0.0 -0.1 -0.310
O 0.002 2.454 -1.097 0.0 -0.1 0.1 -0.208
C 1.373 1.352 -2.598 0.0 0.2 0.0 0.068
H 4.454 1.140 -4.886 0.0 0.0 0.0 0.101
H 4.056 1.817 -3.287 0.0 0.0 0.0 0.104
H 2.992 2.131 -4.686 0.0 0.0 0.0 0.104
H 1.843 -1.936 -3.177 0.0 0.0 0.1 0.164
H -1.469 -2.620 -1.998 0.0 0.0 0.0 0.169
H -3.765 -0.833 -0.610 0.0 -0.1 0.0 0.103
H -4.271 0.184 0.756 0.0 0.0 0.0 0.096
H -3.377 -1.322 1.040 0.0 0.0 0.0 0.083
H 1.840 2.318 -2.735 -0.1 0.0 0.0 0.122
N -1.104 -0.339 -0.304 0.1 -0.1 0.2 0.100
C -0.948 -1.755 -0.132 0.1 0.0 -0.2 -0.082
C -1.029 -2.391 1.125 0.0 0.0 0.3 -0.181
C -1.016 -1.668 2.346 0.0 0.0 -0.2 -0.029
C -1.042 -2.327 3.557 0.0 0.0 0.1 -0.072
C -1.109 -3.716 3.611 0.0 0.0 0.0 -0.069
C -1.167 -4.443 2.426 0.0 0.0 0.0 -0.067
C -1.127 -3.802 1.206 0.0 0.1 -0.1 -0.022
C -0.554 -2.335 -1.454 0.1 0.0 0.0 -0.158
C 0.379 -3.501 -1.563 -0.1 0.1 0.0 -0.042
C 0.509 -4.098 -2.752 0.1 0.0 0.1 -0.081
C -0.229 -3.685 -3.952 -0.1 0.0 0.0 -0.070
C -0.577 -2.440 -4.322 0.1 0.0 0.1 -0.035
C -0.156 -1.156 -3.717 -0.1 0.0 0.1 -0.081
H -0.957 -0.587 2.337 0.1 0.0 0.0 0.108
H -1.008 -1.752 4.474 0.0 0.0 0.0 0.109
H -1.123 -4.225 4.566 0.0 0.0 0.0 0.108
H -1.255 -5.521 2.457 0.0 0.0 0.0 0.111
H -1.204 -4.380 0.294 0.0 0.0 0.0 0.113
H 0.950 -3.819 -0.698 0.0 0.0 -0.1 0.125
H 1.150 -4.968 -2.846 0.0 0.0 0.0 0.114
H -0.533 -4.492 -4.609 0.0 0.0 0.0 0.110
H -1.187 -2.339 -5.212 0.1 0.0 0.0 0.114
H -0.509 -0.254 -4.202 0.0 0.0 0.0 0.158
N 2.279 6.396 4.539 -0.1 -0.1 0.0 0.154
C 1.320 5.504 4.207 -0.1 0.0 0.1 -0.357
C 1.306 4.870 2.951 0.1 0.0 -0.1 -0.065
N 0.375 3.972 2.659 -0.1 0.0 0.0 -0.150
C -0.559 3.679 3.582 0.0 0.0 0.0 -0.126
C -0.539 4.334 4.797 0.1 0.1 0.0 -0.096
N 0.380 5.238 5.114 0.0 0.0 0.0 0.140
H 2.990 6.678 3.892 0.0 0.0 0.0 0.108
H 2.198 6.867 5.424 0.0 0.0 0.0 0.114
H 2.044 5.102 2.196 0.0 0.0 0.0 0.112
H -1.304 2.940 3.328 0.0 0.1 0.0 0.102
H -1.297 4.131 5.543 0.0 0.0 0.0 0.119
```
Forces are in eV/Å.

Computed properties:
Charge: +1
Frontier orbital gap (spin up / spin down) in eV: 6.733 / 6.951
Total energy in Eh: -1585.281588
HOMO level (spin up / spin down) in eV: -9.387 / -11.385
ΔE to the lowest compared entry with this formula, charge and spin in kcal/mol: 27.27
Multiplicity: 3